A molecular structure, C13H44AlBrF4NO9, computed with wB97M-V/def2-TZVPD.

The geometry in ORCA input format:
```
! RIJCOSX wB97M-V def2-TZVPD def2/J DEFGRID3
* xyz -1 1
H 6.085 -0.035 1.787
C 2.073 5.448 -4.043
H 7.080 -2.755 -2.692
H -0.509 -2.119 -1.492
H -7.679 1.162 4.345
H 3.493 3.387 0.622
H 3.235 -2.069 0.167
O -6.926 1.234 -0.233
H 5.663 3.461 1.457
H 3.545 3.327 2.403
H 1.581 -2.785 -1.360
H -6.119 0.904 0.179
C -6.539 1.904 -1.426
O 5.860 -2.723 -1.081
F -2.362 -2.741 1.655
H 1.738 -2.418 1.050
H 4.296 -3.679 3.506
H 4.698 0.002 3.659
H -5.879 2.746 -1.206
H -8.647 0.647 1.746
C 0.131 -1.334 -1.072
H 0.732 5.565 -2.653
H -6.348 -1.468 -1.971
H 2.200 -0.739 0.640
C -6.566 -2.286 -2.664
H 0.107 -0.533 -1.823
H -4.377 -2.512 0.370
H 6.226 -1.528 2.761
H 3.351 1.833 1.465
H -7.039 1.878 2.849
C -7.518 0.996 3.282
O -8.793 0.775 2.690
F -3.100 -2.295 -1.142
H -6.863 -3.172 -2.093
F -4.305 -0.650 -0.323
N 1.520 -1.845 -0.999
O 1.291 3.655 -0.996
H -7.440 2.275 -1.910
H 2.788 4.867 -3.455
H 2.827 -4.362 2.792
C 0.862 4.609 -0.037
H 1.571 5.436 -0.055
H 1.524 4.766 -4.699
H 0.831 4.182 0.969
O 5.247 2.596 1.441
O -5.459 -2.554 -3.512
Br -1.426 1.662 -0.067
C 3.830 2.808 1.483
H -7.395 -1.990 -3.303
C 6.598 -3.472 -2.030
H 0.031 -0.447 1.924
H 5.232 -3.932 1.394
C -3.640 -1.791 0.005
Al -0.773 -0.581 0.558
H 5.950 -4.117 -2.631
C 5.547 -0.909 2.160
H 5.194 -1.487 1.311
O 4.403 -0.531 2.916
H 7.374 -4.085 -1.561
H 5.421 -3.335 -0.483
O 1.200 6.197 -3.212
H 4.277 -5.376 2.956
H -6.025 1.223 -2.109
C -2.566 -1.504 1.044
H -4.706 -2.789 -2.959
C 3.913 -4.366 2.747
O 4.270 -3.938 1.438
H 0.639 2.940 -0.981
F -3.247 -0.748 1.999
H -6.862 0.132 3.153
C 2.192 -1.770 0.286
H -0.134 4.995 -0.279
H 2.617 6.162 -4.659
*
```

Summary:
F_max = 0.43 eV Å⁻¹
E_LUMO = 2.28 eV
E = -121621.4482 eV

Computed Mulliken charges, given in elementary charges: 0.27, -0.49, 0.20, 0.40, 0.26, 0.23, 0.02, -0.45, 0.27, 0.29, 0.25, 0.29, -0.60, -0.38, -0.34, 0.17, 0.27, 0.26, 0.27, 0.31, -0.72, 0.31, 0.03, 0.05, -0.34, 0.22, 0.12, 0.29, 0.11, 0.21, -0.44, -0.53, -0.25, 0.27, -0.19, -0.35, -0.37, 0.25, 0.21, 0.22, -0.84, 0.36, 0.24, 0.32, -0.50, -0.52, -0.47, -0.39, 0.27, -0.61, -0.30, 0.28, 0.01, 0.15, 0.28, -0.30, 0.00, -0.49, 0.25, 0.22, -0.52, 0.30, 0.23, 0.80, 0.31, -0.69, -0.38, 0.14, -0.30, 0.19, -0.20, 0.34, 0.24